1.
Molecular formula: C5H14S2
Method: DFT, wB97M-V/def2-TZVPD

Computed properties:
LUMO energy   0.831 eV
ΔE to the lowest compared entry with this formula, charge and spin   56.4 kcal per mole
Orbital gap   9.46 eV
E   -995.18237 a.u.
2S+1   1

Last column: natural (NBO) charge in e.
Positions of all 21 atoms, in Å:
C 1.77721 2.76308 2.72407  -0.64
C 0.34845 2.15024 2.85894  -0.54
S -0.74775 2.01777 1.39505  0.17
C -0.01612 0.59348 0.42393  -0.75
H 2.51692 2.00521 3.06188  0.20
H 1.75570 3.64528 3.37635  0.22
H 2.23262 2.93984 1.78192  0.22
H 0.41237 1.36069 3.57247  0.21
H -0.30021 2.89334 3.56382  0.22
H 0.55924 1.08812 -0.37765  0.22
H 0.50322 -0.13348 1.02117  0.23
H -0.81374 -0.10123 0.18079  0.23
C -1.63682 -1.56027 -1.93759  -0.71
S -0.31112 -2.96581 -2.11543  0.12
C 1.32595 -2.12351 -2.57062  -0.72
H -2.62440 -1.91417 -2.33980  0.23
H -2.01562 -1.24730 -0.98062  0.21
H -1.16799 -0.67668 -2.47223  0.22
H 1.31237 -1.10409 -2.22850  0.21
H 1.60678 -1.97243 -3.57733  0.21
H 2.17268 -2.55263 -2.04857  0.23

---

2.
Molecular formula: C37H41N7O8PS3Ti
Method: DFT, wB97M-V/def2-TZVPD

Computed properties:
LUMO energy (alpha / beta)   2.255 / 2.254 eV
Orbital gap (alpha / beta)   5.22 / 7.57 eV
Charge   -1
E   -4805.34746 a.u.
2S+1   3

Last column: natural (NBO) charge in e.
Positions of all 98 atoms, in Å:
Ti 0.02716 1.03224 -0.74886  1.59
O 2.09719 0.52572 -1.74788  -0.72
C 2.61116 1.47402 -2.68437  -0.06
C 2.68682 2.87207 -2.07012  -0.25
N 1.44819 3.23480 -1.38567  -0.45
C 1.70141 3.76837 -0.04872  -0.32
C 2.09725 2.52719 0.77049  0.79
O 3.14708 2.47063 1.39491  -0.66
O 1.24935 1.57835 0.61531  -0.82
C 0.49444 3.92577 -2.23353  -0.33
C -0.24706 2.89263 -3.10176  0.80
O -0.67729 3.20379 -4.19837  -0.65
O -0.33656 1.72835 -2.54784  -0.84
H 2.56957 0.62866 -0.90830  0.50
H 1.93796 1.45064 -3.53777  0.21
H 3.60769 1.16789 -3.01308  0.17
H 2.93794 3.59831 -2.85267  0.20
H 3.49835 2.87327 -1.33798  0.21
H 0.77654 4.17198 0.36282  0.24
H 2.48601 4.52986 -0.02681  0.19
H 0.95862 4.67127 -2.88639  0.19
H -0.25785 4.41109 -1.61057  0.24
O -1.37380 2.80480 0.75277  -0.64
N -1.70489 1.83070 -0.23795  -0.45
C -2.98111 1.99223 -0.61295  -0.03
C -3.71630 1.26234 -1.57126  -0.02
C -5.07071 1.64532 -1.77551  -0.20
C -5.87588 1.02024 -2.68820  -0.22
C -5.37684 -0.03003 -3.47118  -0.27
C -4.06838 -0.43496 -3.28480  -0.17
C -3.22613 0.18012 -2.35818  -0.39
P -1.58732 -0.56136 -2.03024  0.93
C -1.10700 -1.12342 -3.70523  -0.36
C -0.47637 -2.34256 -3.95304  -0.23
C 0.01253 -2.64411 -5.21800  -0.22
C -0.10358 -1.72617 -6.24992  -0.22
C -0.70467 -0.49678 -6.00697  -0.22
C -1.20022 -0.19590 -4.74884  -0.12
C -2.23218 -2.04048 -1.14433  -0.34
C -2.65098 -3.23175 -1.73145  -0.22
C -3.13716 -4.26828 -0.94580  -0.22
C -3.23268 -4.11754 0.43085  -0.21
C -2.86100 -2.91637 1.01968  -0.22
C -2.36951 -1.88350 0.23749  -0.12
H -1.66271 2.39575 1.60924  0.49
H -3.51226 2.78739 -0.10241  0.20
H -5.47225 2.45818 -1.17962  0.20
H -6.90641 1.33501 -2.80750  0.20
H -6.00748 -0.52922 -4.19583  0.20
H -3.68497 -1.25921 -3.87381  0.21
H -0.36241 -3.06727 -3.15563  0.22
H 0.49452 -3.59838 -5.39542  0.20
H 0.27663 -1.96054 -7.23665  0.20
H -0.77706 0.23892 -6.79875  0.21
H -1.64444 0.77268 -4.56160  0.24
H -2.60541 -3.35413 -2.80708  0.21
H -3.44849 -5.19546 -1.41384  0.20
H -3.59286 -4.93539 1.04405  0.20
H -2.95205 -2.78092 2.09064  0.22
H -2.09142 -0.94291 0.70083  0.23
C -0.24009 2.81357 3.82971  -0.42
N -0.78274 1.86663 4.79275  -0.61
C -1.72914 0.97969 4.42733  0.35
S -2.62269 1.04965 3.00169  -0.31
N -2.05863 0.04577 5.34552  -0.59
C -1.42361 -0.12222 6.64200  -0.43
H -1.02282 3.48218 3.47766  0.20
H 0.20610 2.29468 2.98123  0.23
H 0.53377 3.39326 4.33020  0.20
H -0.04965 1.43439 5.34370  0.42
H -2.57784 -0.72954 4.97416  0.41
H -1.37532 0.84377 7.14780  0.20
H -0.41922 -0.53754 6.56572  0.22
H -2.04264 -0.79502 7.23198  0.20
N 7.27015 -1.76418 2.36721  -0.81
C 5.91567 -1.60996 2.67374  0.16
C 5.26848 -2.53625 3.49490  -0.29
C 3.93628 -2.36120 3.82587  -0.15
C 3.24704 -1.26288 3.34184  -0.38
C 3.88257 -0.30897 2.55914  -0.18
C 5.21302 -0.48935 2.22614  -0.23
S 1.54726 -1.00923 3.79319  2.32
O 1.03079 -2.25138 4.33876  -0.99
O 1.57781 0.10475 4.72034  -1.00
N 0.79103 -0.54051 2.46240  -0.89
C 0.79860 -1.32606 1.37841  0.34
S 1.09718 -3.09089 1.42543  0.35
C 1.10628 -3.14990 -0.29955  -0.47
C 0.84167 -1.93655 -0.79589  -0.03
N 0.62153 -0.91202 0.11350  -0.68
H 7.61658 -2.70524 2.44149  0.37
H 7.58187 -1.28812 1.53858  0.37
H 5.81947 -3.39254 3.87026  0.20
H 3.41049 -3.07872 4.44403  0.24
H 3.33688 0.56901 2.22013  0.28
H 5.72296 0.24845 1.61472  0.20
H 1.30769 -4.06736 -0.82906  0.23
H 0.84251 -1.68408 -1.84344  0.22

---

3.
Molecular formula: C10H10BrClIn
Method: DFT, wB97M-V/def2-TZVPD

Computed properties:
LUMO energy   2.923 eV
ΔE to the lowest compared entry with this formula, charge and spin   0.0 kcal per mole
Orbital gap   7.30 eV
Charge   -1
E   -3611.45615 a.u.
2S+1   1

Last column: natural (NBO) charge in e.
Positions of all 23 atoms, in Å:
C -1.22548 -0.85715 -1.38313  -0.32
C -1.26278 -1.84355 -0.38092  -0.36
C -1.99170 -1.31714 0.75307  -0.43
H -0.78874 -2.83491 -0.40927  0.24
C -2.38791 0.03751 0.41311  -0.35
C -1.90873 0.31776 -0.89093  -0.36
H -2.00382 1.27544 -1.40181  0.22
H -0.72833 -0.94404 -2.34573  0.22
H -2.15381 -1.81036 1.72936  0.26
H -2.93213 0.71245 1.07931  0.25
In -0.00753 -0.09452 0.88548  1.46
Br 0.90479 -2.05867 2.17387  -0.56
C 2.06789 1.12944 0.83062  -0.42
C 1.23043 1.90498 -0.06322  -0.36
C 1.08182 1.18566 -1.26445  -0.33
H 0.76092 2.85934 0.19753  0.24
C 1.80444 -0.06923 -1.13919  -0.37
C 2.42164 -0.09023 0.14162  -0.33
H 3.02042 -0.89705 0.56477  0.24
H 2.32752 1.38037 1.87475  0.25
H 0.48321 1.48199 -2.11619  0.21
H 1.82445 -0.87942 -1.85784  0.22
Cl -0.53658 1.41135 2.60921  -0.61

---

4.
Molecular formula: H23O12
Method: DFT, wB97M-V/def2-TZVPD

Computed properties:
LUMO energy   2.163 eV
ΔE to the lowest compared entry with this formula, charge and spin   104.0 kcal per mole
Orbital gap   8.63 eV
Charge   -1
E   -916.65660 a.u.
2S+1   1

Last column: natural (NBO) charge in e.
Positions of all 35 atoms, in Å:
O 0.80496 -0.12240 3.93607  -0.97
H 1.03282 0.24083 3.04414  0.50
H 1.53384 3.36508 -0.31276  0.47
O -2.28330 -3.67467 0.65744  -0.96
H -2.12664 -4.02121 -0.22085  0.47
H -1.86979 -2.82462 0.80255  0.49
O 1.58440 -2.20705 -2.09364  -0.97
H 0.88633 -2.08181 -2.72761  0.46
O 1.79868 4.26518 -0.65929  -0.94
H -1.29327 -2.23845 -4.50497  0.47
H 1.12790 4.71452 -0.10388  0.47
O 3.05615 -0.16438 1.57747  -0.97
H 2.16786 -0.37073 1.19413  0.48
H 1.67543 1.86888 -1.68582  0.46
O -1.06604 3.79243 0.37383  -1.00
H -1.53610 2.92487 0.28212  0.51
H 2.13663 -1.54388 -1.69471  0.51
O -0.39227 -1.92629 -4.64091  -0.90
H 0.01234 -2.39419 -3.91315  0.44
H -1.70853 4.41756 0.72432  0.45
O 0.70752 -3.02930 2.57133  -0.95
H 0.81599 -2.09513 2.76799  0.49
H 0.90189 -3.49547 3.39568  0.46
O -4.01652 -0.34951 -0.74056  -1.00
H -3.82351 -1.03883 -1.36461  0.47
H -3.30466 0.13595 -0.29643  0.52
O 0.60202 0.40260 0.91868  -1.21
H -0.12679 -0.32643 3.82403  0.46
H -0.73258 0.71012 0.63006  0.52
O -1.70246 1.23953 0.28191  -1.07
H 1.18164 0.17108 0.18190  0.42
H -1.99065 1.03043 1.18964  0.44
O 1.71523 2.44344 -2.49839  -0.91
H 2.70745 0.46588 2.21844  0.46
H 1.52397 1.71592 -3.11413  0.45

---

5.
Molecular formula: C28H41NO4
Method: DFT, wB97M-V/def2-TZVPD

Computed properties:
LUMO energy   -2.135 eV
ΔE to the lowest compared entry with this formula, charge and spin   0.0 kcal per mole
Orbital gap   3.96 eV
E   -1447.10159 a.u.
2S+1   1

Last column: Löwdin charge in e.
Positions of all 74 atoms, in Å:
C 3.74438 0.94118 1.24205  -0.07
C 2.46997 1.73785 1.12625  -0.22
O 1.36277 0.80709 1.22915  -0.10
C 0.17314 1.48501 1.18753  -0.50
C -0.79488 0.87301 2.07239  -0.10
C -1.98913 1.62480 2.40236  -0.37
O -2.71249 1.23938 3.34139  -0.03
C -2.40507 2.91639 1.70022  -0.12
C -3.52514 2.78170 0.67775  -0.20
C -4.71216 1.89289 1.08213  -0.20
C -4.59037 0.42906 0.58777  -0.20
C -4.79263 -0.65238 1.65955  -0.21
C -4.10819 -1.99067 1.35223  -0.21
C -2.57811 -1.92478 1.41482  -0.23
C -2.03273 -1.87652 2.84046  -0.21
C -0.52595 -1.56162 2.88700  -0.20
C -0.27606 -0.07659 3.13387  -0.18
O 0.07831 2.49936 0.47860  -0.01
H 4.51197 1.40294 0.60882  0.07
H 4.07132 1.01481 2.28678  0.08
H 3.60327 -0.11306 0.97746  0.06
H 2.34820 2.44054 1.95958  0.14
H 2.39161 2.28984 0.18049  0.10
H -2.69369 3.62952 2.48994  0.13
H -1.54180 3.30719 1.15845  0.08
H -3.90348 3.79275 0.47510  0.10
H -3.09090 2.40969 -0.25712  0.09
H -4.84592 1.92283 2.16959  0.11
H -5.61881 2.32155 0.62817  0.10
H -5.35277 0.27192 -0.19572  0.11
H -3.61958 0.28781 0.09178  0.09
H -4.45066 -0.25965 2.62814  0.09
H -5.87017 -0.83716 1.75759  0.11
H -4.47203 -2.73624 2.07162  0.11
H -4.38398 -2.32740 0.34674  0.10
H -2.13975 -2.79654 0.90430  0.10
H -2.20303 -1.04182 0.87422  0.08
H -2.57217 -1.10661 3.41556  0.10
H -2.23107 -2.84278 3.33628  0.11
H -0.08531 -2.13715 3.71787  0.10
H -0.01699 -1.85968 1.95588  0.09
H 0.79963 0.07439 3.24411  0.10
H -0.74584 0.20376 4.08606  0.12
C 3.76347 -4.61941 -2.42477  -0.18
C 3.17951 -3.89541 -1.22229  -0.10
N 3.01896 -2.45266 -1.47376  -0.06
C 1.87752 -1.79859 -1.18902  0.02
C 1.70781 -0.44211 -1.50899  -0.06
C 0.54192 0.30856 -1.44471  0.06
C 0.44524 1.55456 -2.18067  -0.20
C -0.78330 2.13288 -2.60558  0.00
C -0.79952 3.16723 -3.54644  -0.06
C 0.39901 3.71712 -4.03377  -0.06
C 1.60918 3.29957 -3.46998  -0.07
C 1.62806 2.24581 -2.56043  -0.03
C 4.14690 -1.71852 -2.04426  -0.12
C 5.16724 -2.75172 -2.48654  -0.16
O 4.49527 -3.75036 -3.28737  -0.12
H 4.47800 -5.37482 -2.07759  0.13
H 2.97496 -5.11373 -3.00920  0.13
H 2.20099 -4.31008 -0.97984  0.13
H 3.89577 -4.02540 -0.39717  0.13
H 1.09065 -2.38834 -0.71217  0.15
H 2.60602 0.07518 -1.84579  0.08
H -0.36112 -0.19109 -1.07185  0.14
H -1.71279 1.72742 -2.20413  0.11
H -1.75608 3.55398 -3.91000  0.11
H 0.38453 4.49412 -4.79384  0.11
H 2.54481 3.79063 -3.72706  0.11
H 2.59577 1.95134 -2.14047  0.11
H 3.84756 -1.13305 -2.93719  0.14
H 4.58596 -1.01023 -1.31078  0.14
H 5.92295 -2.30146 -3.14633  0.14
H 5.63104 -3.19805 -1.58518  0.13

---

What is the E in the fourth record? -916.65660 a.u.

---

The highest E belongs to which entry? H23O12

---

Among the records above, which one has the highest 2S+1? C37H41N7O8PS3Ti

---

Please write out number 1 again, unchanged.
Molecular formula: C5H14S2
Method: DFT, wB97M-V/def2-TZVPD

Computed properties:
LUMO energy   0.831 eV
ΔE to the lowest compared entry with this formula, charge and spin   56.4 kcal per mole
Orbital gap   9.46 eV
E   -995.18237 a.u.
2S+1   1

Last column: natural (NBO) charge in e.
Positions of all 21 atoms, in Å:
C 1.77721 2.76308 2.72407  -0.64
C 0.34845 2.15024 2.85894  -0.54
S -0.74775 2.01777 1.39505  0.17
C -0.01612 0.59348 0.42393  -0.75
H 2.51692 2.00521 3.06188  0.20
H 1.75570 3.64528 3.37635  0.22
H 2.23262 2.93984 1.78192  0.22
H 0.41237 1.36069 3.57247  0.21
H -0.30021 2.89334 3.56382  0.22
H 0.55924 1.08812 -0.37765  0.22
H 0.50322 -0.13348 1.02117  0.23
H -0.81374 -0.10123 0.18079  0.23
C -1.63682 -1.56027 -1.93759  -0.71
S -0.31112 -2.96581 -2.11543  0.12
C 1.32595 -2.12351 -2.57062  -0.72
H -2.62440 -1.91417 -2.33980  0.23
H -2.01562 -1.24730 -0.98062  0.21
H -1.16799 -0.67668 -2.47223  0.22
H 1.31237 -1.10409 -2.22850  0.21
H 1.60678 -1.97243 -3.57733  0.21
H 2.17268 -2.55263 -2.04857  0.23